{
  "formula": "C4H6N2O2",
  "method": "ωB97M-V/def2-TZVPD",
  "energy_ha": -415.808297,
  "homo_lumo_gap_ev": [8.335, 8.326],
  "largest_force_ha_per_bohr": 0.0877,
  "lumo_ha": [-0.007, -0.007],
  "e_homo_ev": [-8.524, -8.515],
  "elements": ["O", "O", "N", "N", "C", "C", "C", "C", "H", "H", "H", "H", "H", "H"],
  "coordinates": [[2.375, -0.169, 0.347], [1.653, -1.395, 0.441], [-0.262, 0.434, -0.068], [-1.989, -0.538, 0.913], [-0.811, -0.468, -1.049], [-0.989, 0.246, 1.076], [-1.885, -0.998, -0.440], [0.827, 1.179, -0.250], [1.178, 1.257, -1.335], [-2.590, -1.647, -0.714], [-0.506, -0.740, -2.048], [1.169, 1.919, 0.569], [1.965, -1.668, 1.291], [-0.693, 0.708, 1.983]]
}

=====

{
  "formula": "C3H10NOS",
  "method": "ωB97M-V/def2-TZVPD",
  "energy_ha": -648.449264,
  "homo_lumo_gap_ev": 6.489,
  "largest_force_ha_per_bohr": 0.1225,
  "charge": -1,
  "lumo_ha": 0.139,
  "e_homo_ev": -2.718,
  "elements": ["S", "O", "N", "C", "C", "C", "H", "H", "H", "H", "H", "H", "H", "H", "H", "H"],
  "coordinates": [[-1.751, 0.074, 1.504], [-3.693, -2.079, 1.552], [1.313, 1.030, -1.093], [0.683, 1.148, 0.158], [2.285, -0.184, -0.964], [-0.688, 0.536, 0.042], [-2.770, -2.294, 1.945], [-0.377, -0.407, -0.453], [3.007, -0.019, -0.201], [0.555, 0.784, -1.774], [0.578, 2.218, 0.246], [-1.290, 1.143, -0.619], [-3.662, -1.208, 1.334], [1.430, 0.642, 0.900], [1.744, -1.190, -0.555], [2.637, -0.194, -2.022]]
}

=====

{
  "formula": "C11H19Br3INO3",
  "method": "ωB97M-V/def2-TZVPD",
  "energy_ha": -8730.730543,
  "homo_lumo_gap_ev": 9.202,
  "largest_force_ha_per_bohr": 0.0101,
  "lumo_ha": -0.009,
  "e_homo_ev": -9.449,
  "elements": ["I", "Br", "Br", "Br", "O", "O", "O", "N", "C", "C", "C", "C", "C", "C", "C", "C", "C", "C", "C", "H", "H", "H", "H", "H", "H", "H", "H", "H", "H", "H", "H", "H", "H", "H", "H", "H", "H", "H"],
  "coordinates": [[2.069, -0.966, -3.760], [-3.396, -3.448, -0.389], [-2.187, -5.226, -2.738], [-1.944, -6.196, 0.277], [0.330, 3.045, -2.784], [-0.178, 3.187, -0.612], [-0.326, 2.221, 2.922], [2.458, 0.961, 2.273], [1.219, 1.559, 0.252], [-0.101, 2.278, 0.517], [-1.527, 1.500, 3.071], [0.104, -2.435, -1.958], [-0.296, 3.062, 1.793], [-3.007, -5.232, -1.001], [1.049, 1.281, -1.254], [0.193, 0.055, -1.605], [0.995, -1.205, -1.914], [0.384, 2.578, -1.691], [1.688, 0.428, 1.151], [0.832, -0.123, 1.552], [2.006, 1.219, -1.771], [-1.238, 3.619, 1.718], [-1.577, 0.627, 2.410], [2.270, -0.275, 0.542], [0.512, 3.780, 1.932], [0.537, -3.246, -2.536], [-3.953, -5.745, -1.092], [1.776, -1.329, -1.167], [-0.455, -0.197, -0.757], [1.971, 2.361, 0.294], [-0.071, -2.786, -0.938], [-1.565, 1.152, 4.101], [-0.859, -2.183, -2.402], [3.253, 1.479, 1.914], [-0.946, 1.589, 0.399], [-0.459, 0.275, -2.452], [2.841, 0.204, 2.826], [-2.402, 2.130, 2.876]]
}

=====

{
  "formula": "C27H51N2O6S",
  "method": "ωB97M-V/def2-TZVPD",
  "energy_ha": -2017.937034,
  "homo_lumo_gap_ev": 7.694,
  "largest_force_ha_per_bohr": 0.0799,
  "charge": 1,
  "lumo_ha": -0.146,
  "e_homo_ev": -11.654,
  "elements": ["S", "O", "O", "O", "O", "O", "O", "N", "N", "C", "C", "C", "C", "C", "C", "C", "C", "C", "C", "C", "C", "C", "C", "C", "C", "C", "C", "C", "C", "C", "C", "C", "C", "C", "C", "C", "H", "H", "H", "H", "H", "H", "H", "H", "H", "H", "H", "H", "H", "H", "H", "H", "H", "H", "H", "H", "H", "H", "H", "H", "H", "H", "H", "H", "H", "H", "H", "H", "H", "H", "H", "H", "H", "H", "H", "H", "H", "H", "H", "H", "H", "H", "H", "H", "H", "H", "H"],
  "coordinates": [[-2.464, -2.900, 1.167], [-2.331, -0.439, 5.612], [2.003, 2.575, -0.053], [-2.337, 0.019, -2.541], [-0.491, 5.206, 0.226], [5.410, -2.063, -2.295], [-1.399, -3.007, -4.981], [1.348, 0.531, 3.419], [-0.531, -1.304, -0.349], [0.556, -0.342, -0.473], [-1.106, -1.588, 3.706], [-2.627, -1.190, -1.774], [1.946, -1.196, -2.608], [-2.413, -0.780, 4.184], [0.686, -0.076, 2.255], [5.436, -3.350, -1.624], [1.146, 0.060, -1.923], [1.189, 0.310, 0.811], [4.338, -2.026, -3.293], [-3.695, -2.152, -2.488], [-0.496, -1.100, 2.307], [-1.200, -1.946, -1.523], [-1.385, 5.616, 1.299], [0.411, 1.291, 4.307], [1.342, 2.184, 5.313], [-1.061, -1.677, 0.969], [-3.802, -1.575, 3.999], [-2.753, -3.247, -6.923], [-1.471, -2.938, -6.197], [2.383, 1.405, 0.698], [-0.513, 5.597, 2.679], [-0.081, 3.830, 0.366], [1.027, 3.755, 5.245], [1.473, 3.641, 0.778], [3.412, -0.717, -3.135], [-0.283, -2.539, -7.030], [1.862, -0.206, 3.941], [-3.620, -2.185, 0.815], [1.334, -1.624, -3.490], [-3.864, -3.146, -1.952], [1.377, 4.246, 6.228], [-1.738, 6.701, 1.164], [-0.700, 3.288, 1.183], [3.202, 0.877, 0.073], [1.113, 1.860, 6.400], [-0.519, 4.488, 3.010], [-0.509, -1.628, -7.588], [-3.089, -2.367, -7.476], [-1.029, 6.169, 3.529], [1.899, 0.911, -1.873], [2.005, 4.610, 0.435], [-2.276, 4.918, 1.444], [-1.367, -2.711, 3.721], [3.806, 0.014, -2.335], [4.857, -2.096, -4.320], [-2.601, -4.087, -7.604], [-0.253, -1.475, 4.481], [0.570, -2.346, -6.375], [-4.350, -1.589, 5.014], [0.556, 5.969, 2.505], [1.589, 4.272, 4.379], [2.099, -1.974, -1.771], [-0.626, -1.826, -2.505], [-3.523, -3.519, -6.198], [-4.705, -1.586, -2.462], [0.244, 0.336, -2.570], [3.273, -0.203, -4.155], [-4.516, -1.012, 3.284], [4.589, -3.325, -0.835], [-3.435, -2.277, -3.596], [-0.371, 1.911, 3.758], [3.673, -2.967, -3.189], [-0.022, -3.348, -7.716], [2.463, 1.940, 5.170], [2.844, 1.649, 1.716], [1.648, 3.514, 1.898], [-0.261, 3.217, -0.595], [-3.079, -0.897, -0.759], [6.420, -3.557, -1.070], [5.264, -4.188, -2.403], [-3.680, -2.673, 3.694], [-2.286, -0.314, -3.472], [-2.485, 0.161, 3.522], [-0.143, 0.558, 5.011], [-1.857, -1.221, 5.998], [-1.344, -3.085, -1.391], [-0.108, 3.958, 5.194]]
}

=====

{
  "formula": "CH5N2O4S2",
  "method": "ωB97M-V/def2-TZVPD",
  "energy_ha": -1247.958931,
  "homo_lumo_gap_ev": 8.080,
  "largest_force_ha_per_bohr": 0.1068,
  "charge": -1,
  "lumo_ha": 0.130,
  "e_homo_ev": -4.556,
  "elements": ["S", "S", "O", "O", "O", "O", "N", "N", "C", "H", "H", "H", "H", "H"],
  "coordinates": [[-0.837, 1.521, -1.477], [0.294, 0.346, 1.018], [-0.695, 1.371, 0.411], [0.258, 0.360, 2.516], [0.599, 1.347, -1.763], [-1.587, 0.349, -1.877], [0.371, -1.004, 0.336], [1.821, 0.951, 0.671], [-0.822, -1.743, 0.060], [-0.425, -2.787, 0.008], [-1.597, -1.616, 0.792], [1.776, 1.874, 0.481], [2.080, 0.433, -0.261], [-1.237, -1.401, -0.915]]
}

=====

{
  "formula": "C12H26N3O10P2",
  "method": "ωB97M-V/def2-TZVPD",
  "energy_ha": -2072.085051,
  "homo_lumo_gap_ev": 8.937,
  "largest_force_ha_per_bohr": 0.0986,
  "charge": 1,
  "lumo_ha": -0.125,
  "e_homo_ev": -12.325,
  "elements": ["P", "P", "O", "O", "O", "O", "O", "O", "O", "O", "O", "O", "N", "N", "N", "C", "C", "C", "C", "C", "C", "C", "C", "C", "C", "C", "C", "H", "H", "H", "H", "H", "H", "H", "H", "H", "H", "H", "H", "H", "H", "H", "H", "H", "H", "H", "H", "H", "H", "H", "H", "H", "H"],
  "coordinates": [[-0.968, -4.563, -0.379], [3.152, 2.763, -1.433], [-4.218, 1.300, 2.678], [-3.703, 1.682, 0.529], [1.895, 1.743, -1.235], [-2.619, 0.800, -1.188], [0.576, -4.716, 0.128], [2.724, -0.190, 1.294], [2.705, 4.061, -0.874], [2.667, -1.694, 2.966], [4.060, 1.879, -0.456], [4.367, 3.090, -2.445], [-0.979, -2.919, -1.145], [-3.139, -2.050, -0.631], [-1.225, -1.052, 0.242], [-1.853, -4.434, 1.214], [0.770, 1.922, -2.119], [5.084, 2.541, 0.287], [-5.731, 0.363, 1.127], [-2.039, -0.069, 0.960], [-1.781, -1.981, -0.487], [-2.795, 0.827, -0.013], [-4.520, 1.140, 1.539], [4.334, 4.323, -3.186], [2.124, -1.089, 2.083], [0.646, -1.288, 1.827], [0.233, -0.925, 0.399], [4.843, 3.592, 0.451], [1.084, 2.060, -3.153], [5.073, 4.240, -3.979], [5.172, 2.041, 1.250], [0.141, -0.666, 2.568], [3.480, 0.149, 1.799], [-2.669, -0.599, 1.674], [4.603, 5.147, -2.530], [0.766, -1.536, -0.318], [-3.642, -2.014, 0.247], [-1.378, 0.568, 1.542], [-3.420, -2.847, -1.183], [-6.561, 0.609, 1.780], [0.531, 0.107, 0.213], [0.161, 1.022, -2.058], [6.035, 2.462, -0.237], [-1.463, -3.094, -2.022], [-5.511, -0.694, 1.288], [3.358, 4.503, -3.628], [0.395, -2.320, 2.057], [-1.806, -5.432, 1.648], [-5.981, 0.517, 0.082], [1.116, -4.114, -0.403], [0.179, 2.780, -1.797], [-2.904, -4.184, 1.103], [-1.365, -3.763, 1.924]]
}